<one>
# C2H8NO

A 2-piece molecular cluster, C2H8NO overall (ωB97M-V/def2-TZVPD, the Open Molecules 2025 dataset).

Structure (XYZ):
```
12
Properties=species:S:1:pos:R:3
N -0.495 -1.400 1.889
H -0.622 -2.407 1.995
H -1.057 -0.963 2.718
H 0.525 -1.416 2.163
H -0.594 -0.767 1.035
O 0.199 0.350 0.293
C 0.228 0.241 -0.958
C 0.334 1.545 -1.742
H 0.322 -0.784 -1.524
H -0.541 1.616 -2.423
H 1.279 1.544 -2.325
H 0.422 2.442 -1.121
```

Calculated values
**LUMO level (alpha / beta)**: -0.18 / -0.28 eV
**<S²>**: 0.75
**2S+1**: 2

Mulliken population analysis, charges in e, atoms 1 to 4:
1 N -0.60
2 H 0.34
3 H 0.41
4 H 0.38

<two>
# C2H8NO

A 2-piece molecular cluster, C2H8NO overall (ωB97M-V/def2-TZVPD, the Open Molecules 2025 dataset).

Structure (XYZ):
```
12
Properties=species:S:1:pos:R:3
O -0.322 -1.928 -1.413
H -1.027 -2.280 -1.962
H 0.416 -2.358 -1.892
H 1.026 1.978 1.003
C -0.046 1.762 0.971
C -0.311 0.436 0.312
N 0.573 -0.558 0.417
H -0.486 1.845 1.993
H -0.470 2.584 0.207
H -1.201 0.278 -0.372
H 1.303 -0.560 1.176
H 0.546 -1.199 -0.439
```

Calculated values
**LUMO level (alpha / beta)**: 0.47 / 0.45 eV
**<S²>**: 0.75
**2S+1**: 2

Mulliken population analysis, charges in e, atoms 1 to 4:
1 O -0.63
2 H 0.31
3 H 0.31
4 H 0.28

Verdict on stability: <two> comes out on top.

<one>
# C27H63N9O9

A 9-piece molecular cluster, C27H63N9O9 overall (ωB97M-V/def2-TZVPD, the Open Molecules 2025 dataset).

Structure (XYZ):
```
108
Properties=species:S:1:pos:R:3
C 3.122 3.944 -2.374
N 3.799 3.980 -1.120
C 3.019 4.059 0.087
C 5.098 4.230 -1.073
O 5.832 4.285 -0.166
H 2.148 3.517 -2.253
H 3.571 3.207 -3.054
H 3.038 4.996 -2.771
H 3.559 3.692 0.934
H 2.716 5.123 0.321
H 2.141 3.427 -0.056
H 5.432 4.486 -2.177
C 2.751 0.488 -5.498
N 2.222 -0.283 -4.443
C 0.756 -0.480 -4.315
C 2.977 -0.983 -3.644
O 2.529 -1.668 -2.744
H 2.412 1.488 -5.519
H 2.482 0.034 -6.459
H 3.842 0.467 -5.477
H 0.312 0.237 -3.571
H 0.248 -0.359 -5.286
H 0.546 -1.481 -3.938
H 4.063 -0.860 -3.753
C 0.108 2.879 5.350
N 0.297 2.327 3.999
C 1.629 2.059 3.672
C -0.722 2.490 3.077
O -0.581 2.246 1.880
H 0.579 2.182 6.103
H -0.906 2.972 5.637
H 0.553 3.885 5.420
H 1.739 1.828 2.658
H 2.253 2.947 3.852
H 1.994 1.230 4.325
H -1.729 2.795 3.503
C -4.547 -1.594 5.930
N -3.967 -0.319 5.522
C -3.581 -0.184 4.081
C -3.487 0.523 6.459
O -3.030 1.644 6.263
H -3.811 -2.358 5.938
H -5.382 -1.807 5.238
H -5.053 -1.580 6.869
H -4.271 -0.797 3.509
H -3.532 0.900 3.883
H -2.572 -0.634 4.044
H -3.682 0.090 7.489
C -1.356 -3.731 -4.120
N -2.169 -2.622 -4.637
C -2.988 -1.818 -3.768
C -2.373 -2.522 -5.955
O -3.003 -1.693 -6.517
H -0.867 -4.249 -4.943
H -1.803 -4.514 -3.525
H -0.573 -3.307 -3.500
H -3.820 -2.349 -3.369
H -2.367 -1.513 -3.008
H -3.413 -0.971 -4.286
H -1.765 -3.334 -6.518
C -0.945 -0.775 1.530
N -0.096 -0.814 0.325
C 1.214 -0.118 0.351
C -0.471 -1.516 -0.709
O -1.487 -2.205 -0.762
H -0.524 -0.070 2.216
H -0.897 -1.737 2.007
H -1.900 -0.442 1.280
H 1.218 0.941 0.694
H 1.790 -0.600 1.134
H 1.767 -0.313 -0.599
H 0.158 -1.386 -1.628
C 4.821 -1.646 0.624
N 5.100 -0.273 0.058
C 6.151 -0.198 -1.067
C 4.642 0.833 0.679
O 3.855 0.855 1.621
H 4.559 -2.339 -0.159
H 3.976 -1.470 1.352
H 5.663 -1.997 1.193
H 7.147 -0.477 -0.739
H 5.854 -0.787 -1.974
H 6.148 0.888 -1.332
H 5.127 1.738 0.365
C -2.316 -4.693 0.882
N -3.019 -3.769 1.722
C -2.863 -3.891 3.132
C -4.069 -3.057 1.284
O -4.851 -2.441 1.978
H -1.337 -4.898 1.245
H -2.182 -4.147 -0.083
H -2.742 -5.689 0.676
H -1.781 -3.974 3.337
H -3.165 -3.016 3.719
H -3.370 -4.735 3.551
H -4.117 -3.180 0.193
C -2.664 2.397 -3.004
N -2.127 2.061 -1.685
C -3.046 1.467 -0.623
C -0.806 2.328 -1.394
O -0.107 2.896 -2.228
H -3.345 3.219 -2.894
H -3.209 1.571 -3.419
H -1.839 2.655 -3.670
H -2.479 1.348 0.288
H -3.805 2.206 -0.384
H -3.451 0.503 -0.932
H -0.590 2.100 -0.360
```

Calculated values
**LUMO level**: 0.51 eV
**SMILES string**: CN(C)C=O.CN(C)C=O.CN(C)C=O.CN(C)C=O.CN(C)C=O.CN(C)C=O.CN(C)C=O.CN(C)C=O.CN(C)C=O

Mulliken population analysis, charges in e, atoms 1 to 4:
1 C -0.58
2 N 0.40
3 C -0.86
4 C -0.07

<two>
# C27H63N9O9

A 9-piece molecular cluster, C27H63N9O9 overall (ωB97M-V/def2-TZVPD, the Open Molecules 2025 dataset).

Structure (XYZ):
```
108
Properties=species:S:1:pos:R:3
C 13.886 8.510 9.795
N 13.642 9.890 10.347
C 14.595 10.693 10.740
C 14.081 11.985 11.175
O 15.820 10.480 10.675
H 12.960 8.205 9.307
H 14.311 7.771 10.475
H 14.562 8.622 8.947
H 12.683 10.209 10.323
H 13.131 11.833 11.688
H 14.006 12.698 10.354
H 14.748 12.457 11.896
C 14.139 16.919 7.831
N 14.246 15.435 7.559
C 15.129 14.502 7.959
C 16.505 14.868 8.570
O 14.839 13.368 7.719
H 13.139 17.137 8.205
H 14.246 17.465 6.893
H 14.933 17.164 8.537
H 13.419 15.030 7.145
H 17.280 14.764 7.811
H 16.737 14.098 9.306
H 16.652 15.852 9.016
C 8.929 17.024 10.613
N 8.421 18.330 10.350
C 7.167 18.591 9.939
C 6.843 20.061 9.624
O 6.284 17.769 9.757
H 9.130 16.880 11.674
H 9.833 16.993 10.005
H 8.272 16.209 10.308
H 8.899 19.122 10.756
H 5.760 20.109 9.506
H 7.293 20.454 8.712
H 7.209 20.552 10.525
C 12.039 14.059 15.195
N 13.231 13.302 14.884
C 14.484 13.815 14.754
C 15.671 12.896 14.736
O 14.760 15.013 14.738
H 11.535 14.256 14.248
H 12.307 15.037 15.594
H 11.375 13.641 15.952
H 13.114 12.301 14.948
H 16.380 13.086 13.931
H 15.301 11.871 14.777
H 16.247 13.116 15.635
C 8.884 16.035 15.574
N 9.330 17.074 16.428
C 9.140 18.384 16.211
C 8.371 18.886 14.923
O 9.436 19.214 17.059
H 7.907 15.685 15.907
H 9.563 15.183 15.531
H 8.646 16.354 14.559
H 9.887 16.809 17.228
H 8.981 18.722 14.035
H 8.127 19.947 14.966
H 7.407 18.379 14.956
C 12.456 21.252 11.355
N 11.448 21.795 12.230
C 10.194 21.352 12.441
C 9.368 22.236 13.310
O 9.736 20.350 11.853
H 11.986 20.480 10.746
H 13.226 20.771 11.957
H 12.875 21.977 10.656
H 11.857 22.513 12.812
H 8.348 21.925 13.082
H 9.446 23.313 13.169
H 9.522 21.974 14.357
C 15.204 18.194 15.439
N 14.143 17.765 16.310
C 13.824 18.312 17.490
C 12.720 17.683 18.303
O 14.502 19.277 17.931
H 15.927 18.940 15.767
H 14.858 18.413 14.429
H 15.778 17.282 15.276
H 13.763 16.869 16.038
H 13.112 17.239 19.219
H 12.188 16.886 17.783
H 11.949 18.391 18.605
C 10.697 14.064 9.914
N 11.254 14.404 8.643
C 11.321 13.663 7.577
C 10.610 12.348 7.443
O 11.845 14.188 6.588
H 11.243 14.530 10.734
H 10.718 12.995 10.125
H 9.662 14.394 10.003
H 11.720 15.299 8.689
H 9.567 12.513 7.716
H 11.029 11.524 8.021
H 10.653 12.015 6.406
C 14.478 15.380 11.284
N 13.652 16.061 12.285
C 12.713 16.945 11.922
C 11.974 17.647 13.079
O 12.444 17.240 10.760
H 15.277 16.041 10.949
H 13.862 14.978 10.479
H 15.002 14.581 11.809
H 13.895 15.893 13.251
H 10.990 17.235 13.301
H 11.834 18.711 12.883
H 12.596 17.501 13.961
```

Calculated values
**LUMO level**: -0.19 eV
**SMILES string**: CNC(C)=O.CNC(C)=O.CNC(C)=O.CNC(C)=O.CNC(C)=O.CNC(C)=O.CNC(C)=O.CNC(C)=O.CNC(C)=O

Mulliken population analysis, charges in e, atoms 1 to 4:
1 C -0.94
2 N -0.17
3 C 0.34
4 C 0.30

<three>
# C27H63N9O9

A 9-piece molecular cluster, C27H63N9O9 overall (ωB97M-V/def2-TZVPD, the Open Molecules 2025 dataset).

Structure (XYZ):
```
108
Properties=species:S:1:pos:R:3
C -1.962 -6.683 -2.640
N -1.256 -5.846 -1.777
C -1.698 -5.529 -0.517
C -0.917 -4.781 0.413
O -2.752 -5.889 -0.155
H -2.621 -5.972 -3.181
H -2.230 -7.542 -2.046
H -1.087 -6.909 -3.340
H -0.280 -5.959 -1.678
H -1.707 -4.109 1.096
H -0.274 -4.125 -0.215
H -0.386 -5.208 1.354
C -1.811 3.165 3.018
N -0.466 3.275 2.365
C -0.276 3.733 1.114
C 1.111 3.695 0.628
O -1.119 4.249 0.445
H -2.573 3.079 2.349
H -1.882 4.013 3.712
H -1.780 2.250 3.921
H 0.222 2.826 2.972
H 1.579 2.735 0.914
H 1.744 4.574 1.173
H 1.171 3.697 -0.322
C 3.324 -2.783 2.923
N 4.157 -1.658 2.799
C 5.001 -1.200 3.771
C 5.692 0.076 3.601
O 5.238 -1.882 4.740
H 3.388 -3.550 2.114
H 2.214 -2.515 3.088
H 3.409 -3.326 3.765
H 4.014 -1.278 1.747
H 4.849 0.852 3.559
H 6.288 0.293 2.639
H 6.534 0.148 4.283
C 1.766 4.815 5.487
N 1.995 3.437 5.977
C 1.865 2.372 5.269
C 2.563 1.143 5.608
O 1.161 2.442 4.199
H 2.785 5.321 5.204
H 1.384 5.534 6.260
H 0.949 4.696 4.669
H 2.775 3.427 6.669
H 2.302 1.125 6.617
H 3.644 1.233 5.799
H 2.568 0.263 5.027
C -7.558 4.108 -3.102
N -6.514 3.332 -2.314
C -6.706 2.350 -1.554
C -5.454 1.552 -1.033
O -7.825 2.116 -1.051
H -8.468 4.174 -2.806
H -7.689 3.826 -4.182
H -7.098 5.077 -3.246
H -5.596 3.279 -2.777
H -4.948 0.988 -1.790
H -5.936 1.015 -0.299
H -4.727 2.266 -0.851
C 2.413 -0.383 0.193
N 3.930 -0.261 0.295
C 4.780 -0.979 -0.274
C 6.130 -0.509 -0.403
O 4.448 -1.974 -1.020
H 2.269 -0.430 -0.897
H 1.888 0.340 0.786
H 2.270 -1.358 0.499
H 4.251 0.782 0.832
H 6.830 -1.302 0.036
H 6.281 0.601 -0.131
H 6.515 -0.607 -1.480
C -0.402 -0.423 3.228
N -0.932 0.296 2.053
C -1.329 -0.344 0.892
C -1.612 0.573 -0.308
O -1.591 -1.490 0.767
H -0.373 0.235 4.100
H 0.717 -0.365 3.069
H -0.923 -1.302 3.260
H -0.886 1.305 2.068
H -2.555 0.460 -0.822
H -0.805 0.268 -1.114
H -1.453 1.426 -0.096
C 1.558 0.805 -5.391
N 0.550 1.789 -5.158
C 0.045 2.170 -3.987
C -1.076 3.145 -4.002
O 0.334 1.742 -2.942
H 2.535 1.155 -4.860
H 1.830 0.612 -6.525
H 1.220 -0.181 -5.050
H 0.267 2.238 -5.988
H -0.984 4.130 -4.231
H -1.472 3.143 -2.929
H -1.821 2.779 -4.627
C -2.927 -2.748 -2.806
N -2.048 -3.651 -3.593
C -1.724 -3.579 -4.889
C -0.911 -4.671 -5.458
O -2.070 -2.576 -5.516
H -3.916 -2.464 -3.287
H -2.334 -1.744 -2.543
H -3.091 -3.459 -1.933
H -1.957 -4.412 -3.195
H -0.279 -4.322 -6.150
H -1.417 -5.375 -6.033
H -0.319 -4.923 -4.880
```

Calculated values
**LUMO level**: -0.11 eV
**SMILES string**: CNC(C)=O.CNC(C)=O.CNC(C)=O.CNC(C)=O.CNC(C)=O.CNC(C)=O.CNC(C)=O.CNC(C)=O.CNC(C)=O

Mulliken population analysis, charges in e, atoms 1 to 4:
1 C -0.86
2 N -0.26
3 C 0.51
4 C -0.58

Verdict on stability: <two> comes out on top.